16
Properties=species:S:1:pos:R:3:forces:R:3:mulliken_charge:R:1 method="wB97M-V/def2-TZVPD" homo_ev=-9.37 de_lowest_kcal_mol=45.9 max_force_ev_per_a=0.41 total_charge=0
C 1.573859 -0.481777 -0.047830 0.2 0.1 0.0 0.181
C 0.487228 0.554921 -0.044557 0.2 0.1 0.0 0.191
O 2.729667 -0.112222 -0.021896 -0.4 -0.1 -0.1 -0.565
H -1.601800 2.164871 -0.517657 0.0 -0.2 -0.1 0.320
H -0.645457 1.608412 1.520330 -0.1 -0.2 -0.1 0.277
H 1.256107 -2.322040 -1.054919 0.0 0.1 0.1 0.264
H -0.302231 -0.153483 1.926196 0.0 0.1 -0.1 0.227
C -0.392554 0.612455 1.158451 0.0 0.0 0.3 -0.432
C 1.199469 -1.945782 -0.026833 0.0 0.0 0.0 -1.014
N -0.910912 0.175660 -0.116108 0.0 -0.1 0.0 -0.267
H 0.791380 1.510313 -0.472849 0.0 -0.1 0.1 0.399
H -2.830309 0.876372 -0.534486 0.2 0.0 0.0 0.280
H -1.677440 1.013276 -1.877203 0.0 0.0 0.1 0.297
H 1.933016 -2.493453 0.569757 -0.1 0.1 -0.1 0.323
C -1.793816 1.113981 -0.794143 -0.1 0.1 -0.1 -0.833
H 0.183794 -2.121504 0.333747 0.1 0.1 0.0 0.350

=====

32
Properties=species:S:1:pos:R:3:forces:R:3:mulliken_charge:R:1 method="wB97M-V/def2-TZVPD" homo_ev="-20.86 / -21.09" max_force_ev_per_a=1.16 total_charge=+3
C -1.598012 -0.750744 -0.141811 0.1 -0.3 0.2 -0.356
F 8.820473 3.376801 -0.773464 0.0 -0.1 0.0 -0.188
H 4.978401 1.095255 -2.704536 -0.1 0.0 0.0 0.488
H 1.083826 -3.902927 0.243088 0.0 0.0 0.0 0.377
C -0.884503 -1.955025 0.114987 0.1 0.4 0.1 -0.159
C 5.484303 0.643261 0.763988 0.0 0.1 -0.4 -0.435
H -2.076433 -0.223284 0.674844 0.2 0.1 0.1 0.446
C 7.356865 1.647092 -0.338791 -0.5 -0.1 -0.3 0.544
C 3.602404 0.051652 -0.633999 0.1 0.2 0.0 2.039
H -0.320317 -4.708955 -0.433840 0.0 -0.1 0.0 0.382
H 4.971890 0.242845 1.627918 -0.1 0.0 0.0 0.504
H -2.110422 0.732615 -1.611691 0.0 0.1 0.0 0.516
C 0.456009 -3.967024 -0.643752 -0.1 0.2 0.0 -1.628
H 0.222415 -2.624089 -3.031676 0.1 0.1 -0.1 0.539
C 8.805248 2.134079 -0.308599 0.3 0.1 0.2 0.754
C 4.832620 0.593685 -0.555388 -0.3 -0.2 0.2 0.666
C -1.016825 -0.925313 -2.490738 0.3 0.1 0.3 -0.287
C 5.484844 1.130462 -1.749260 -0.1 0.0 0.0 -0.569
C -0.241616 -2.675191 -0.923549 0.4 -0.5 0.1 1.068
C 6.715006 1.663495 -1.631920 0.3 0.0 0.6 -0.702
H -1.051737 -0.532536 -3.500147 0.1 0.1 0.0 0.433
C 6.716079 1.186902 0.850785 0.4 0.1 -0.1 -0.659
F 9.299703 2.096180 0.913763 0.0 0.0 -0.1 -0.217
H -0.834567 -2.341239 1.125797 0.1 0.1 0.1 0.533
H 7.243054 2.083083 -2.477612 0.0 0.0 0.0 0.493
F 9.493791 1.330306 -1.111442 0.0 0.1 0.0 -0.186
C -1.627182 -0.218780 -1.427249 -0.4 -0.2 -0.5 -0.657
Ru 0.545308 -0.561078 -0.890780 -0.9 0.7 0.2 0.573
H 7.237256 1.246392 1.797695 0.1 0.0 0.0 0.568
H 1.042524 -4.306916 -1.491905 0.0 0.0 0.0 0.423
C 2.438737 -0.454016 -0.696856 -0.1 -0.8 -0.3 -1.902
C -0.287080 -2.113383 -2.225251 0.1 0.1 -0.2 -0.401

=====

8
Properties=species:S:1:pos:R:3:forces:R:3:mulliken_charge:R:1 method="wB97M-V/def2-TZVPD" homo_ev="-17.87 / -17.87" s2=0.75 spin_multiplicity=2 de_lowest_kcal_mol=4.6 max_force_ev_per_a=1.42 total_charge=+2
F 19.478648 -7.999967 -12.294673 0.2 -0.1 -0.4 -0.728
Cl 20.430820 -12.210448 -12.568269 0.7 -0.5 0.4 0.187
Cl 19.480728 -11.857257 -10.125606 0.5 -0.6 0.6 0.255
Cl 17.744192 -11.342373 -12.337572 -0.6 0.2 -0.1 0.019
Ag 20.083013 -5.956916 -12.046482 -0.1 -0.2 0.2 0.817
C 19.330075 -11.167677 -11.699784 -0.7 1.0 -0.7 0.300
Cs 19.119291 -8.923191 -15.040387 -0.1 0.2 -0.1 0.995
H 19.654663 -10.121842 -11.707907 0.0 0.0 0.0 0.155

=====

18
Properties=species:S:1:pos:R:3:forces:R:3:mulliken_charge:R:1 method="wB97M-V/def2-TZVPD" homo_ev=-8.13 de_lowest_kcal_mol=23.9 max_force_ev_per_a=3.00 total_charge=0
H 2.289068 -0.502769 1.714160 0.5 -0.5 -0.8 0.233
C -0.667327 0.340420 -0.055849 -0.7 0.8 0.7 -0.254
C 0.647967 0.324447 -0.149281 0.4 -0.3 0.3 0.197
H 2.154138 1.727304 0.364709 0.1 0.0 -0.3 0.305
H 0.600239 -1.741702 -1.525185 -0.1 -0.1 -0.4 0.302
H -4.064686 -0.993496 0.274037 0.2 0.1 0.4 0.341
H -3.305505 0.451605 1.065684 -0.3 -0.1 -0.6 0.279
H 2.988770 -1.818511 0.868451 0.4 -1.2 0.1 0.257
C 1.470016 -0.915448 -0.106459 0.5 -0.8 -0.1 0.372
H -1.070161 1.346489 0.154309 -0.4 -0.6 -0.6 0.207
C 1.344349 1.615468 -0.368170 1.1 -0.1 0.6 -1.117
N 2.497099 -0.970144 0.817968 -1.0 2.6 1.1 -0.478
C -3.325585 -0.189327 0.168630 -0.6 0.0 -0.5 -0.880
H 1.795470 1.507581 -1.370207 -0.1 0.9 0.3 0.267
S -1.741478 -1.010451 0.001259 0.0 -0.7 0.0 0.024
H 0.677840 2.465579 -0.193518 0.1 -0.1 -0.7 0.381
H -3.642349 0.285763 -0.787383 0.5 0.2 0.9 0.280
N 1.352137 -1.922800 -0.873157 -0.5 0.0 -0.3 -0.716

=====

89
Properties=species:S:1:pos:R:3:forces:R:3:mulliken_charge:R:1 method="wB97M-V/def2-TZVPD" homo_ev="-15.70 / -15.70" max_force_ev_per_a=1.54 total_charge=+3
H -4.471779 -3.688530 3.639983 0.0 0.0 0.0 0.439
C -1.491554 4.559519 0.154690 0.1 0.1 0.2 0.099
H 0.064684 3.407517 -1.314040 0.1 0.0 -0.1 0.391
H -1.725742 -5.404146 -3.835207 0.0 0.1 0.1 0.452
C -0.094228 -0.728425 -2.982596 0.0 0.1 -0.2 0.485
C 0.235388 3.340367 -3.410784 0.0 0.0 -0.1 -0.888
Ir 0.208075 0.089612 -0.058866 0.8 -1.0 -0.8 1.882
C 1.504633 -0.207970 3.332947 0.0 -0.1 0.1 0.205
H 0.257993 4.420093 -3.492650 0.0 0.0 0.0 0.473
C -1.369529 3.195074 0.407345 -0.1 -0.1 -0.1 1.096
H 1.249984 5.162281 1.393508 0.0 0.0 0.0 0.339
C -1.885713 -1.561281 4.132254 0.0 -0.1 0.0 -0.773
H -2.040204 -1.709256 0.735060 0.0 0.0 0.0 0.465
H -3.905371 -3.224144 1.282069 0.0 0.0 0.0 0.496
H -2.136871 -6.852559 -5.779572 0.0 0.0 0.0 0.389
H -4.617258 2.289655 0.097448 0.0 0.0 0.0 0.507
H -2.424243 1.308188 0.563404 0.0 0.0 0.0 0.367
H -0.083353 3.653858 2.983014 -0.1 0.0 0.0 0.856
H 0.334981 0.719445 -5.261346 0.0 0.0 0.0 0.528
C 4.080685 3.460309 -0.628058 0.0 0.0 0.0 -0.923
C -0.528365 -2.924926 -3.892470 0.0 0.0 -0.1 0.414
H -0.788895 1.398898 4.328221 0.0 0.0 0.0 0.758
C 2.748978 -0.813507 5.298903 0.1 0.0 0.0 -0.885
C -0.750309 -4.356527 -7.359712 0.0 0.0 0.4 -0.427
H -0.486363 -1.111318 -5.037398 0.0 0.0 0.0 0.561
H 2.822526 1.724847 -0.693315 0.0 0.0 0.0 0.312
C 3.851244 0.301103 3.473684 0.0 0.0 0.0 -0.899
H 2.782180 -1.261738 6.282901 0.0 0.0 0.0 0.513
H 1.736674 -4.318384 2.898779 0.0 0.0 0.0 0.454
C 1.551851 -0.789865 4.599339 -0.1 0.0 0.0 -0.303
H 2.651426 0.754524 1.768639 0.0 0.0 0.0 0.282
H 0.026779 -2.542385 -6.573680 0.0 0.1 0.1 0.434
C -0.089027 -4.265496 0.239942 0.1 0.0 0.0 -0.484
H -0.492105 -4.119910 -8.386179 0.0 0.0 0.0 0.390
H -0.727252 -4.925122 -0.334780 0.0 0.0 0.0 0.533
C -2.739954 5.101272 -0.112087 0.0 0.0 0.0 -0.826
H 5.112443 5.327639 -0.418426 0.0 0.0 0.0 0.445
N -0.025779 -1.187049 -1.722839 0.0 0.2 0.3 0.034
N 0.841034 -2.088780 0.559083 -0.5 0.6 0.0 -0.175
H -4.835764 4.713526 -0.342919 0.0 0.0 0.0 0.441
N 0.414357 -4.745382 1.367973 0.0 0.1 0.0 -0.485
C -3.326036 -2.772714 2.076833 0.0 0.0 0.0 -0.985
C -2.269204 -1.927687 1.770545 0.0 0.0 0.0 -0.073
C 3.898225 -0.268365 4.738398 0.0 0.0 0.0 -0.725
C -0.153736 -2.514714 -1.549777 0.0 -0.2 0.2 0.841
H -2.832098 6.162577 -0.300116 0.0 0.0 0.0 0.493
H -1.812394 1.814058 2.943305 0.0 0.1 0.0 0.517
C -2.496510 2.376252 0.383579 0.0 0.0 -0.1 -1.048
C -3.648952 -3.027630 3.402609 0.0 0.0 0.0 -0.695
N 0.100421 1.427651 -1.979810 -0.3 0.0 0.3 0.306
H -0.628702 5.215412 0.171731 0.0 0.0 0.0 0.406
H 2.083402 -1.988299 2.213926 -0.1 0.0 0.0 1.021
H 4.884856 2.988557 -1.176953 0.0 0.0 0.0 0.496
C -3.864428 4.286230 -0.133130 0.0 0.0 0.0 -0.733
C 1.230559 -3.936293 2.020672 0.0 0.0 0.0 -0.811
C -1.537810 -1.342900 2.798914 0.2 0.0 0.0 1.531
C 1.423684 -2.612104 1.638938 0.4 0.2 0.0 -0.530
N 0.337651 2.628788 -4.518468 0.0 0.0 0.1 -0.501
C -0.474624 -3.469204 -6.331714 0.1 0.1 0.1 -0.682
H 4.746343 0.717692 3.031048 0.0 0.0 0.0 0.496
C 2.656680 0.330055 2.766317 0.1 0.0 0.0 0.343
C 2.025751 4.682610 0.809743 0.1 0.0 0.0 -0.685
C -2.936922 -2.417718 4.426222 0.0 0.0 0.0 -1.004
H -1.369511 -1.067045 4.944289 0.0 0.0 0.0 0.311
C -1.406488 -5.070179 -4.812984 0.0 0.0 0.1 -0.603
C -3.742505 2.926073 0.115041 0.0 0.0 0.0 -0.905
C -0.794369 1.588783 3.253716 0.2 0.1 0.0 -0.871
As 0.332183 2.400803 0.881717 0.2 0.2 0.4 -0.199
C 0.259593 1.316425 -4.362791 0.0 0.0 0.0 -0.621
H -0.389621 -4.453700 -2.380775 0.0 0.0 0.0 0.682
H 1.215190 2.473653 3.247838 0.0 0.0 0.0 0.416
C 2.921758 2.749629 -0.352159 0.0 0.0 -0.1 -0.339
H 0.673827 -1.234601 5.047364 0.0 0.0 0.0 0.309
C 0.164579 -2.974517 -0.203259 -0.1 0.0 -0.1 -0.090
C 4.208429 4.775470 -0.198918 0.0 0.0 0.0 -0.677
C 1.899493 3.368961 0.358597 -0.2 0.0 0.0 1.663
C -0.382744 -3.394148 -2.586708 0.0 0.0 0.1 -1.075
H -3.207500 -2.596960 5.458087 0.0 0.0 0.0 0.460
C -0.364795 -1.550029 -4.059891 -0.1 0.1 0.1 -0.820
C 0.107243 0.708637 -3.122396 -0.1 -0.1 0.0 0.232
C 0.125968 2.749913 -2.157381 0.2 0.1 0.0 -0.213
C -0.804223 -3.828244 -5.023418 0.0 0.0 0.0 0.931
H 4.830137 -0.294003 5.287146 0.0 0.0 0.0 0.442
As -0.179993 -0.045648 2.402328 -0.5 0.0 0.1 0.396
C 3.187737 5.384148 0.519360 0.0 0.0 0.0 -0.936
C 0.230530 2.623538 2.812881 -0.3 -0.1 0.0 -0.955
C -1.656113 -5.888146 -5.903227 0.1 0.3 0.0 -0.460
N -1.328065 -5.525873 -7.133461 -0.1 -0.5 -0.6 -0.514
H 3.296848 6.403777 0.863934 0.0 0.0 0.0 0.489

=====

24
Properties=species:S:1:pos:R:3:forces:R:3:mulliken_charge:R:1 method="wB97M-V/def2-TZVPD" homo_ev=-9.26 de_lowest_kcal_mol=21.8 max_force_ev_per_a=2.85 total_charge=0
C -1.983912 0.477212 -1.614130 1.4 2.3 -0.7 0.582
C 0.556798 -1.082024 2.271678 0.2 0.2 0.4 -1.223
C -2.611167 1.381302 0.554761 0.9 0.3 -0.5 -0.946
H -1.529807 -0.373540 0.093100 0.5 0.2 0.3 0.166
H 4.072195 0.494945 -0.069135 -0.1 0.4 -0.2 0.342
C 3.108084 0.055115 -0.314391 0.3 -0.2 0.5 -0.808
N -1.708554 0.559948 -0.259175 -1.2 -1.0 -0.1 -0.045
H 1.120692 -1.763546 2.906707 0.1 -0.2 -0.2 0.381
O 0.758084 -1.251848 -0.085870 0.2 -0.3 0.0 -0.595
H 2.535372 0.640851 -1.025625 0.1 0.1 -0.1 0.212
H -2.013291 1.856136 1.331337 -0.2 -0.4 0.5 0.302
H -2.924740 2.215552 -0.064818 -0.4 -0.2 -0.2 0.352
H -0.080856 0.232635 -2.594872 -0.1 0.4 0.3 0.171
C 1.245711 -0.831844 0.950789 -0.3 0.4 0.3 0.756
H -0.659941 -1.247004 -1.916374 0.0 0.2 0.4 0.289
H -0.389239 -1.523374 2.017230 -0.4 -0.3 0.1 0.273
H 2.827248 0.260818 1.760693 -0.3 -0.2 0.2 0.234
H -3.462373 0.803942 0.903067 -0.1 0.2 0.3 0.299
O -2.656660 1.324254 -2.177469 -0.7 -0.6 0.1 -0.619
N 2.376429 -0.093849 0.937278 0.4 -0.1 -0.4 -0.178
H 3.350184 -0.914580 -0.738755 -0.3 -0.2 -0.2 0.275
H -1.315609 -0.688364 -3.370046 -0.7 0.5 -0.1 0.348
H 0.378137 -0.206930 2.902018 0.1 0.2 -0.4 0.330
C -0.992778 -0.325814 -2.398009 0.4 -2.0 -0.4 -0.896